[1]
Entry from OMol25: C17H18F6IrN2O5S2Si as an isolated structure (ωB97M-V/def2-TZVPD).

The geometry in ORCA input format:
```
! wB97M-V def2-TZVPD RIJCOSX def2/J DEFGRID3
* xyz 2 2
Ir -0.643 -0.473 -0.217
F 3.762 -2.947 -1.496
C 2.646 -3.540 -1.137
F 2.576 -3.615 0.192
F 2.553 -4.736 -1.662
S 1.230 -2.501 -1.755
O 1.174 -1.400 -0.697
O 1.506 -2.024 -3.065
N 0.054 -3.510 -1.553
S -1.464 -3.040 -1.734
O -1.462 -1.465 -1.815
O -1.261 -2.286 0.823
C -1.811 -3.388 -3.539
F -1.756 -4.695 -3.677
F -3.033 -2.948 -3.791
F -0.944 -2.797 -4.325
C -1.639 -1.011 3.947
Si -0.123 -1.061 2.896
C -0.224 -2.576 1.830
C 1.486 -0.943 3.767
N -0.340 0.196 1.547
C -0.326 1.506 1.772
C -0.227 2.121 3.068
C -0.212 3.470 3.173
C -0.329 4.281 2.005
C -0.432 3.736 0.742
C -0.416 2.359 0.634
O -0.545 1.674 -0.514
C -0.096 2.237 -1.778
C -0.927 2.023 -2.852
C -0.544 2.550 -4.077
C 0.649 3.252 -4.189
C 1.471 3.426 -3.082
C 1.105 2.905 -1.850
H -1.647 -1.902 4.582
H -2.560 -1.004 3.358
H -1.682 -0.146 4.611
H -0.477 -3.476 2.393
H 0.681 -2.777 1.262
H -2.136 -2.300 1.237
H 1.533 -1.746 4.508
H 1.623 -0.001 4.300
H 2.325 -1.063 3.077
H -0.169 1.501 3.953
H -0.130 3.939 4.144
H -0.355 5.358 2.110
H -0.554 4.361 -0.131
H -1.852 1.470 -2.739
H -1.184 2.422 -4.938
H 0.953 3.644 -5.150
H 2.410 3.954 -3.177
H 1.761 2.988 -0.991
*
```

## Properties
Energy relative to the best compared isomer or geometry (same formula, charge and spin) ... 0.617 eV
LUMO (alpha / beta) ... -9.05 / -9.41 eV
HOMO (alpha / beta) ... -15.256 / -15.260 eV

[2]
Entry from OMol25: C17H18F6IrN2O5S2Si as an isolated structure (ωB97M-V/def2-TZVPD).

The geometry in ORCA input format:
```
! wB97M-V def2-TZVPD RIJCOSX def2/J DEFGRID3
* xyz 2 6
Ir 0.540 0.769 0.248
F 5.625 1.811 -0.249
C 4.898 1.010 -0.986
F 5.146 -0.262 -0.676
F 5.098 1.214 -2.264
S 3.102 1.279 -0.615
O 2.316 0.391 -1.478
O 2.816 0.897 0.792
N 2.922 2.794 -0.895
S 1.453 3.287 -0.591
O 0.449 2.630 -1.427
O 1.113 3.138 0.821
C 1.529 5.076 -1.091
F 0.354 5.595 -0.794
F 1.750 5.121 -2.386
F 2.490 5.668 -0.422
C -3.831 0.907 1.813
Si -2.746 1.568 0.448
C -3.540 1.948 -1.188
C -1.889 3.073 1.099
N -1.455 0.245 0.091
C -1.825 -1.006 -0.252
C -3.189 -1.348 -0.504
C -3.573 -2.591 -0.949
C -2.626 -3.583 -1.176
C -1.278 -3.316 -0.928
C -0.907 -2.085 -0.453
O 0.452 -1.822 -0.246
C 1.250 -2.655 0.420
C 0.778 -3.618 1.354
C 1.699 -4.390 1.993
C 3.082 -4.239 1.713
C 3.540 -3.279 0.787
C 2.641 -2.482 0.148
H -4.578 1.679 2.023
H -3.254 0.777 2.731
H -4.370 -0.016 1.618
H -4.174 2.828 -1.051
H -4.166 1.158 -1.602
H -2.784 2.210 -1.931
H -2.693 3.749 1.407
H -1.311 3.590 0.340
H -1.271 2.899 1.980
H -3.942 -0.591 -0.375
H -4.618 -2.789 -1.143
H -2.921 -4.554 -1.548
H -0.524 -4.067 -1.128
H -0.277 -3.703 1.570
H 1.382 -5.114 2.731
H 3.796 -4.869 2.228
H 4.597 -3.187 0.582
H 2.924 -1.743 -0.588
*
```

## Properties
LUMO (alpha / beta) ... -6.45 / -10.45 eV
HOMO (alpha / beta) ... -15.166 / -16.073 eV

[3]
Entry from OMol25: one molecule with the formula C17H18N2OS2 (ωB97M-V/def2-TZVPD).

The geometry in ORCA input format:
```
! wB97M-V def2-TZVPD RIJCOSX def2/J DEFGRID3
* xyz 0 1
C -3.264 -2.725 -3.772
H -2.285 -3.081 -4.086
H -4.021 -3.200 -4.392
H -3.422 -3.025 -2.739
C -3.344 -1.203 -3.904
C -2.303 -0.546 -3.044
C -1.046 -0.273 -3.561
C -0.095 0.296 -2.736
C -0.378 0.603 -1.388
C -1.637 0.315 -0.876
C -2.578 -0.254 -1.706
H -3.560 -0.480 -1.315
H -1.851 0.535 0.157
N 0.658 1.165 -0.697
C 1.706 1.296 -1.417
N 2.911 1.800 -1.035
C 3.310 2.394 0.153
O 4.450 2.780 0.244
C 2.281 2.500 1.241
H 1.323 2.789 0.807
H 2.616 3.261 1.947
C 2.115 1.159 1.962
H 3.051 0.883 2.451
H 1.863 0.387 1.235
C 0.988 1.235 2.999
C 0.708 -0.106 3.581
C 1.070 -0.606 4.792
C 0.658 -1.945 4.990
C -0.009 -2.447 3.922
S -0.150 -1.295 2.651
H -0.431 -3.423 3.794
H 0.853 -2.503 5.889
H 1.611 -0.037 5.527
H 1.262 1.926 3.798
H 0.090 1.613 2.505
H 3.644 1.767 -1.736
S 1.550 0.737 -3.106
H -0.812 -0.498 -4.591
H -3.193 -0.923 -4.948
H -4.338 -0.868 -3.600
*
```

## Properties
Energy relative to the best compared isomer or geometry (same formula, charge and spin) ... 0.000 eV
Structure (SMILES) ... CCc1ccc2nc(NC(=O)CCCc3cccs3)sc2c1
LUMO ... 0.58 eV
HOMO ... -8.426 eV

[4]
Entry from OMol25: one molecule with the formula C17H18N4O2 (ωB97M-V/def2-TZVPD).

The geometry in ORCA input format:
```
! wB97M-V def2-TZVPD RIJCOSX def2/J DEFGRID3
* xyz 0 1
N -2.216 4.283 1.842
N -3.425 1.510 -1.156
O 3.060 0.021 1.370
O 3.363 -2.502 0.073
C -1.949 3.332 2.728
C -3.274 0.629 -2.117
C -2.367 3.616 0.598
C -2.176 1.394 -0.406
C -1.982 2.262 0.744
C -1.387 0.429 -0.971
C 0.972 0.314 0.161
C 1.380 -2.170 -1.194
C 2.055 -0.429 0.484
C 2.233 -1.793 -0.147
C -0.004 -0.181 -0.726
C 0.234 -1.452 -1.361
N -1.625 2.121 2.076
N -2.099 -0.059 -1.969
C 3.360 1.426 1.474
C 3.423 -3.889 0.199
C -1.225 0.819 2.686
C -0.864 -2.080 -2.349
C -1.394 -0.851 -3.030
H -1.851 3.400 3.756
H -4.064 0.576 -2.846
H -2.733 3.954 -0.311
H 0.801 1.245 0.625
H 1.592 -3.151 -1.590
H 4.173 1.598 2.257
H 3.643 1.867 0.564
H 2.422 1.904 1.757
H 2.924 -4.239 1.134
H 4.439 -4.193 -0.003
H 2.875 -4.295 -0.639
H -1.575 0.732 3.764
H -0.142 0.550 2.700
H -1.617 0.034 2.042
H -0.576 -2.746 -3.127
H -1.716 -2.549 -1.820
H -2.100 -1.117 -3.858
H -0.587 -0.321 -3.413
*
```

## Properties
Energy relative to the best compared isomer or geometry (same formula, charge and spin) ... 4.299 eV
Structure (SMILES) ... COc1cc2c(cc1OC)-c1c(-c3cncn3C)ncn1CC2
LUMO ... 0.54 eV
HOMO ... -7.379 eV

[5]
Entry from OMol25: one molecule with the formula C17H18N4O2S (ωB97M-V/def2-TZVPD).

The geometry in ORCA input format:
```
! wB97M-V def2-TZVPD RIJCOSX def2/J DEFGRID3
* xyz 0 1
O 5.169 1.113 -1.246
C 4.212 0.903 -0.521
N 4.219 -0.060 0.418
C 3.148 -0.440 1.307
H 3.593 -0.588 2.297
C 2.501 -1.753 0.831
C 3.531 -2.591 0.067
C 4.910 -2.401 0.693
C 5.365 -0.952 0.481
H 6.033 -0.632 1.290
H 5.902 -0.844 -0.464
H 5.635 -3.076 0.239
H 4.857 -2.637 1.758
H 3.244 -3.643 0.081
H 3.571 -2.268 -0.975
H 1.648 -1.548 0.184
H 2.134 -2.300 1.701
H 2.402 0.348 1.398
C 2.964 1.767 -0.656
H 2.573 2.127 0.293
H 3.220 2.602 -1.307
S 1.606 0.864 -1.489
C 0.388 0.985 -0.274
N 0.496 1.465 0.928
N -0.715 1.338 1.505
C -1.507 0.787 0.633
C -2.886 0.466 0.805
C -3.624 0.703 1.942
N -4.898 0.279 1.754
C -5.026 -0.243 0.494
C -6.130 -0.793 -0.144
C -5.958 -1.244 -1.435
C -4.721 -1.152 -2.078
C -3.622 -0.608 -1.451
C -3.769 -0.145 -0.146
H -2.670 -0.539 -1.953
H -4.630 -1.518 -3.090
H -6.794 -1.677 -1.963
H -7.085 -0.862 0.355
H -5.637 0.341 2.434
H -3.297 1.150 2.860
O -0.854 0.531 -0.538
*
```

## Properties
Energy relative to the best compared isomer or geometry (same formula, charge and spin) ... 1.352 eV
Structure (SMILES) ... O=C(CSc1nnc(-c2c[nH]c3ccccc23)o1)N1CCCCC1
LUMO ... 0.65 eV
HOMO ... -7.940 eV